Here is C16H30AsCl2O2PdS4SbSi3 as an isolated structure in a non-equilibrium geometry from the Open Molecules 2025 dataset. Energies are from ωB97M-V/def2-TZVPD.

Kohn-Sham gap (alpha / beta)	5.06 / 6.24	eV
lowest unoccupied orbital energy (alpha / beta)	4.141 / 4.140	eV
energy above the lowest of the compared OMol25 structures with the same formula, charge and spin	31.0	kcal/mol
⟨S²⟩	2.0136

Structure (ORCA input):
```
! RIJCOSX wB97M-V def2-TZVPD def2/J DEFGRID3
* xyz -2 3
Sb 1.1055 -0.6371 -0.2526
Pd 0.2284 0.9832 1.4831
As 2.1455 0.1819 3.1237
Cl -2.7147 -3.2361 1.8477
Cl -6.3012 -1.0283 5.2157
S 2.7068 1.6032 1.5256
S 1.3451 -1.6842 1.9853
S 3.7323 -0.4873 4.3689
S 0.4167 1.1090 4.0538
Si 3.9722 0.4625 -1.4997
Si -0.7609 -2.2172 -1.2471
Si -0.1898 2.0674 -0.6659
O -2.1593 2.3993 1.9300
O -1.8747 -0.4650 1.3785
C -0.2364 -2.2449 -3.0954
C -2.7876 -0.5337 2.2290
C -1.9720 1.7498 -1.1614
C 3.9412 0.0314 -3.3426
C -2.9550 1.9574 2.7340
C -4.4378 0.4097 3.8323
C -0.4504 -3.9833 -0.6326
C -4.9577 -0.8259 4.0995
C -2.5990 -1.8240 -1.2796
C -4.4102 -1.9544 3.4741
C -3.3888 0.5779 2.9163
C -0.0230 3.7971 0.0537
C -3.3748 -1.8095 2.5979
C 4.7275 -0.9993 -0.6034
C 5.1908 1.8861 -1.2751
C 0.7967 2.1694 -2.2673
H -2.8699 -1.0728 -0.5419
H -0.1015 -1.2339 -3.4943
H 1.8566 2.3631 -2.0902
H -4.8435 1.2842 4.3296
H -2.8827 -1.4685 -2.2737
H -3.1668 -2.7314 -1.0519
H -1.3689 -4.4341 -0.2492
H 4.9632 2.7396 -1.9194
H 3.7497 0.9165 -3.9555
H 4.9046 -0.3977 -3.6507
H -0.7391 4.4584 -0.4491
H -2.4622 1.1246 -0.4179
H -2.5199 2.6948 -1.2309
H 4.1980 -1.9338 -0.7975
H 0.9917 4.1544 -0.1442
H -0.0818 -4.6022 -1.4560
H 5.1784 2.2292 -0.2393
H 0.2857 -4.0146 0.1727
H 0.7218 1.2811 -2.9008
H 6.2052 1.5363 -1.5117
H -4.8019 -2.9403 3.6878
H 0.3723 3.0196 -2.8184
H -3.4508 2.6586 3.4426
H 5.7695 -1.1206 -0.9288
H -0.2015 3.8479 1.1247
H 0.7123 -2.7752 -3.2241
H 4.7140 -0.8438 0.4780
H -2.0187 1.2517 -2.1355
H 3.1621 -0.7022 -3.5675
H -0.9913 -2.7440 -3.7135
*
```

=====

Here is C40H47F5GaO2S as an isolated structure from the Open Molecules 2025 dataset. Energies are from ωB97M-V/def2-TZVPD.

Kohn-Sham gap	6.78	eV
lowest unoccupied orbital energy	2.218	eV

Structure (ORCA input):
```
! RIJCOSX wB97M-V def2-TZVPD def2/J DEFGRID3
* xyz -1 1
Ga -1.5052 -0.3443 -0.0682
S -1.6694 -2.2828 -1.3896
F 3.5152 -1.4159 -1.4586
F -3.0240 1.7110 -3.1884
F -0.3228 -5.2575 -3.7379
F -6.3916 -0.5915 2.3805
F 6.9522 2.8363 -0.2155
O -2.0982 4.3784 2.2336
O -3.7299 3.4146 1.0759
C -2.4239 -8.2018 -1.8152
C -1.7659 -5.8858 -1.9873
C 1.5701 1.0171 -0.2917
C 7.7352 3.4337 0.7007
C 5.5040 -3.7334 1.2635
C 3.7157 -3.4578 -0.3248
C -8.9556 -0.1337 4.8726
C -0.9235 1.8489 -6.1150
C 0.1283 -0.5717 1.1329
C 7.1748 3.8495 1.8925
C 5.2703 -1.6518 0.0788
C 9.8799 4.2277 1.3675
C -1.6610 -8.5082 -2.9327
C -2.4518 3.7137 1.2936
C 7.9895 4.4615 2.8332
C 9.3400 4.6530 2.5731
C -8.2276 -0.6993 3.8360
C -7.0984 -0.0462 3.3803
C 9.0758 3.6099 0.4208
C -1.0163 -6.2180 -3.0995
C -8.5528 1.0696 5.4349
C 4.3942 -4.2387 0.5986
C 5.9384 -2.4409 1.0037
C 4.1702 -2.1774 -0.5701
C -4.0103 2.6344 -0.1158
C -0.9080 2.6824 -3.4629
C -4.4083 0.1439 -0.0737
C 0.1726 2.9585 -4.2861
C -4.9999 1.5216 0.2101
C -1.9820 1.9882 -3.9849
C -7.4146 1.7086 4.9604
C -0.9511 -7.5104 -3.5851
C -2.4740 -6.8937 -1.3486
C -2.0075 1.5614 -5.2978
C -6.6762 1.1505 3.9278
C -3.2884 -0.2404 0.9290
C 2.7600 2.0084 -0.3868
C 3.6547 2.1039 0.8475
C 0.1665 2.5454 -5.6122
C 1.2252 0.5160 1.1093
H -5.1856 -0.6173 -0.0740
H 5.5903 -0.6411 -0.1395
H 6.1202 3.6925 2.0736
H -0.1767 -0.7462 2.1661
H -3.0711 -6.6517 -0.4793
H 0.9137 1.3498 1.7419
H -8.5259 -1.6339 3.3801
H -0.3530 -7.7246 -4.4612
H -2.9788 -8.9813 -1.3088
H 2.1316 0.0762 1.5310
H 2.3512 3.0010 -0.5806
H -9.8397 -0.6362 5.2426
H -3.5404 -1.1986 1.3799
H 10.9312 4.3774 1.1610
H 9.9703 5.1326 3.3102
H 6.0262 -4.3456 1.9873
H 4.5139 2.7325 0.6195
H -1.3453 -1.8083 -2.5996
H -3.0914 2.2316 -0.5322
H 9.4765 3.2660 -0.5233
H -5.7826 1.6290 3.5502
H 1.0140 2.7602 -6.2500
H 4.0510 -5.2440 0.8027
H -4.0025 0.1799 -1.0878
H -0.9296 1.5226 -7.1467
H -5.9186 1.6663 -0.3582
H -1.7941 -4.8583 -1.6287
H 3.3585 1.7360 -1.2549
H -4.4492 3.3167 -0.8425
H -1.4587 0.9152 -1.0583
H -9.1235 1.5089 6.2426
H -2.8617 1.0085 -5.6648
H -1.7258 3.3113 0.5743
H 6.7978 -2.0417 1.5261
H 0.6031 -1.5048 0.8136
H 1.0267 3.4895 -3.8870
H -7.0981 2.6467 5.3960
H -3.2469 0.4996 1.7317
H 7.5670 4.7887 3.7736
H 0.6932 1.5107 -0.7004
H 2.8399 -3.8241 -0.8441
H 1.7391 0.1439 -0.9189
H -5.2498 1.5875 1.2657
H -0.9202 2.9825 -2.4243
H 3.1299 2.5518 1.6850
H -1.6168 -9.5259 -3.2986
H 4.0460 1.1214 1.1006
*
```

=====

Here is C32H36Cl2O4PS2SbW as an isolated structure from the Open Molecules 2025 dataset. Energies are from ωB97M-V/def2-TZVPD.

Kohn-Sham gap	7.43	eV
lowest unoccupied orbital energy	-6.840	eV

Structure (ORCA input):
```
! RIJCOSX wB97M-V def2-TZVPD def2/J DEFGRID3
* xyz 2 1
W 1.3640 0.5877 -0.6561
Sb -1.7071 -1.2758 0.6764
Cl 2.4230 -1.2518 -1.4750
Cl -1.4483 -0.4989 -5.0984
S 0.0487 0.2673 1.2253
S -0.0497 0.3145 -2.3408
P 2.9683 2.6673 -0.3008
O 3.8389 3.8114 -0.4165
O 3.3050 1.4333 0.6443
O 1.4097 2.8164 0.1755
O 2.6044 1.7561 -1.5280
C 0.0290 -5.1452 -1.6411
C -2.0024 -2.4897 4.8192
C -2.4005 -1.8474 2.5536
C 3.9298 1.4221 2.0285
C 0.4722 3.9953 0.0414
C -3.3660 -2.6731 4.9883
C -3.7710 -2.0172 2.7135
C 2.8380 1.0021 2.9916
C -1.1380 -3.0473 -1.7357
C -0.3056 -3.9035 0.3846
C -3.8648 -0.8452 -1.3896
C 5.0387 0.3910 1.9183
C 1.7947 -2.8372 -5.1120
C -4.8159 -0.1122 -2.0863
C -3.3092 1.1426 -0.1005
C -4.2474 -2.4402 3.9472
C 1.7664 -1.6246 -3.0886
C 4.4660 2.7984 2.3593
C -0.3915 3.7215 -1.1780
C -0.9647 -2.9214 -0.3557
C -5.0070 1.2276 -1.7989
C -0.6397 -4.1781 -2.3707
C -1.5063 -2.0731 3.5950
C 1.2663 5.2760 -0.1115
C -3.1177 -0.2017 -0.4064
C 0.6247 -0.9499 -3.4192
C 0.0322 -1.2594 -4.6429
C 0.1986 -5.0135 -0.2731
C 0.6202 -2.1920 -5.4875
C -0.3239 3.9835 1.3348
C 2.3817 -2.5685 -3.8847
C -4.2657 1.8535 -0.8105
H -4.4352 2.8979 -0.5840
H -1.0878 4.5482 -1.3199
H -1.0471 4.7992 1.3106
H -0.4423 -1.9134 3.4613
H -5.7508 1.7914 -2.3463
H 1.8374 5.2924 -1.0380
H -0.2039 -3.8236 1.4607
H -1.3219 -2.6668 5.6410
H 2.0085 1.7104 2.9745
H -5.4082 -0.5955 -2.8518
H -2.7330 1.6305 0.6767
H 0.4111 -6.0247 -2.1439
H 5.2127 3.1294 1.6407
H -5.3098 -2.5794 4.0936
H 0.1558 -2.4072 -6.4395
H -0.7840 -4.2992 -3.4362
H 5.5297 0.2848 2.8856
H 0.5663 6.1109 -0.1253
H 0.3243 4.1315 2.1970
H -0.9786 2.8092 -1.0446
H 5.7843 0.6976 1.1876
H 3.6670 3.5404 2.4095
H -3.7455 -2.9972 5.9482
H 0.7058 -5.7860 0.2893
H 0.2147 3.6339 -2.0808
H 3.2879 -3.0665 -3.5670
H 2.2503 -3.5531 -5.7812
H 3.2427 0.9787 4.0034
H 4.9340 2.7472 3.3421
H -1.6683 -2.2931 -2.3057
H -0.8648 3.0438 1.4586
H -4.4604 -1.8205 1.9012
H 4.6351 -0.5810 1.6304
H 2.4711 0.0047 2.7489
H -3.7256 -1.8978 -1.6078
H 1.9503 5.4223 0.7235
*
```

=====

Here is C5H11N3 as an isolated structure in a non-equilibrium geometry from the Open Molecules 2025 dataset. Energies are from ωB97M-V/def2-TZVPD.

Kohn-Sham gap	9.05	eV
lowest unoccupied orbital energy	0.748	eV
energy above the lowest of the compared OMol25 structures with the same formula, charge and spin	184.7	kcal/mol

Structure (ORCA input):
```
! RIJCOSX wB97M-V def2-TZVPD def2/J DEFGRID3
* xyz 0 1
N -0.1281 2.4060 0.4358
N -0.4941 1.2780 1.2077
N -1.4713 -0.7952 1.1603
C 0.2074 0.0598 -0.6192
C -0.6050 0.0609 0.6726
C 0.0218 -0.1590 -1.8682
C -1.3271 -2.2663 1.0810
C 1.6344 0.4776 -0.6160
H -0.8340 -0.7745 -2.1399
H -0.8868 1.5946 2.3044
H 1.0175 1.9081 -0.0007
H -0.9240 2.4401 -0.3072
H -2.1076 -2.6676 0.5229
H -0.8208 -2.7763 2.0462
H 2.0650 0.5517 -1.6031
H 1.0441 0.1955 -2.5810
H 2.0676 -0.4101 -0.0021
H -0.5352 -2.5154 0.3579
H 2.0761 1.3919 -0.0513
*
```